Computed, not measured: a molecular structure, C26H39IrN4O5P in a non-equilibrium geometry, with ωB97M-V/def2-TZVPD.

Element x y z (Å)
1 Ir 0.737 -0.814 0.322
2 O 2.000 -1.952 6.301
3 C 1.873 -1.898 4.996
4 C 2.852 -1.378 4.127
5 C 2.561 -1.306 2.787
6 N 1.409 -1.699 2.273
7 C 0.510 -2.265 3.072
8 C 0.677 -2.383 4.427
9 C -0.751 -2.797 2.305
10 O -1.506 -3.501 2.918
11 O -0.789 -2.394 1.111
12 C 3.579 -0.746 1.707
13 O 4.719 -0.661 2.073
14 O 3.018 -0.472 0.623
15 H 2.852 -1.633 6.637
16 H 3.811 -1.035 4.482
17 H -0.085 -2.825 5.048
18 C -1.113 -3.514 -3.294
19 N 0.045 -3.116 -2.535
20 C 0.281 -3.872 -1.340
21 C 0.769 -1.989 -2.767
22 N 1.264 -1.324 -1.746
23 N 0.965 -1.589 -4.048
24 C 1.532 -0.290 -4.318
25 C 1.043 -2.501 -5.166
26 H -1.944 -3.667 -2.601
27 H -0.943 -4.466 -3.805
28 H -1.397 -2.759 -4.020
29 H 0.136 -4.930 -1.560
30 H -0.422 -3.593 -0.545
31 H 1.296 -3.699 -0.984
32 H 2.039 -0.713 -1.985
33 H 2.625 -0.333 -4.347
34 H 1.213 0.435 -3.573
35 H 1.193 0.047 -5.297
36 H 0.881 -3.528 -4.864
37 H 2.038 -2.434 -5.608
38 H 0.322 -2.229 -5.940
39 C 0.119 4.061 1.518
40 C 0.770 2.796 0.970
41 C 1.760 2.254 2.001
42 C 1.516 3.062 -0.337
43 P -0.460 1.378 0.561
44 C -1.272 1.770 -1.018
45 C -1.547 0.688 -1.858
46 C -2.239 0.873 -3.038
47 C -2.662 2.143 -3.400
48 C -2.395 3.222 -2.572
49 C -1.705 3.042 -1.388
50 C -1.962 1.262 1.758
51 C -1.420 0.938 3.144
52 C -2.805 2.528 1.779
53 C -2.822 0.123 1.215
54 H 0.864 4.857 1.508
55 H -0.199 3.922 2.548
56 H -0.724 4.409 0.928
57 H 2.396 3.064 2.351
58 H 2.404 1.506 1.551
59 H 1.259 1.823 2.866
60 H 2.380 3.692 -0.136
61 H 0.898 3.572 -1.071
62 H 1.881 2.125 -0.762
63 H -1.224 -0.303 -1.551
64 H -2.465 0.031 -3.673
65 H -3.204 2.295 -4.318
66 H -2.729 4.211 -2.843
67 H -1.519 3.898 -0.760
68 H -0.816 1.755 3.534
69 H -0.821 0.028 3.127
70 H -2.244 0.783 3.839
71 H -2.311 3.366 2.258
72 H -3.706 2.314 2.356
73 H -3.123 2.814 0.780
74 H -2.270 -0.808 1.124
75 H -3.240 0.380 0.245
76 H -3.654 -0.056 1.893

Forces on atoms 1 to 2 (eV/Å):
Ir 0.54 -0.52 1.58
O 0.03 -0.12 0.72

LUMO (spin up / spin down) (eV): -5.44 / -10.85
F_max (eV Å⁻¹): 4.017
Expectation value of S²: 8.781
2S+1: 6
Charge: +2

natural (NBO) atomic charge list, values in e, 5 entries: number 1, Ir, carries 1.4503; number 2, O, carries -0.6062; number 3, C, carries 0.4111; number 4, C, carries -0.3000; number 5, C, carries 0.1341